Below is C10H11N in the gas phase at a distorted geometry, with properties calculated with ωB97M-V with the def2-TZVPD basis set.

Geometry as XYZ:
```
22
Properties=species:S:1:pos:R:3:forces:R:3
C 2.39784 -0.81858 -0.51306 -1.27 -1.16 -0.69
C 2.04420 -1.92585 -1.23525 -1.78 0.57 -0.46
C 1.21325 -0.19580 -0.26174 -0.54 3.48 3.11
C 0.08316 -0.86392 -0.70071 1.27 -1.79 -2.07
C 1.06274 0.97864 0.68611 2.60 -0.43 -1.92
C -1.21639 -0.75294 -0.35306 1.25 3.45 1.82
C -0.15496 0.92042 1.36022 -2.37 1.02 0.17
C 2.13005 1.85818 0.81768 -1.53 -1.10 0.29
C -2.17217 -1.77944 -0.58488 1.13 -0.71 0.61
C -1.13746 2.07131 1.10603 1.57 0.48 -1.96
N 0.69431 -1.93604 -1.43023 0.97 -1.11 0.07
H 3.26914 -0.76622 0.03078 1.95 0.77 0.62
H 2.72887 -2.61647 -1.61669 0.46 -1.32 -0.67
H 1.96414 2.63418 1.53476 0.24 0.59 0.25
H 3.15655 1.73525 0.44251 -0.86 -0.23 -0.08
H -1.54184 -2.66216 -0.53561 -0.88 -1.18 0.16
H -2.44147 -1.63089 -1.58842 -0.91 -0.02 -1.67
H -3.01091 -1.72811 0.07799 -0.51 -0.33 0.20
H -2.07289 1.69427 0.75240 -0.53 -0.52 0.03
H -0.79931 2.79152 0.22756 -0.41 -1.01 1.93
H -1.36469 2.57920 2.02655 0.17 0.48 0.44
H 0.20971 -2.72793 -1.81465 -0.01 0.07 -0.18
```
Positions in Å, forces in eV/Å.

The gap between HOMO and LUMO (spin up / spin down) is 0.232 / 0.232 Eh. The value obtained for the HOMO energy (spin up / spin down) is -6.95 / -6.95 eV. The multiplicity is 1.